Here is 4 unconnected molecules or ions with the total composition C14H24BrClN5O5P at a distorted geometry from the OMol25 dataset. Energies are from ωB97M-V/def2-TZVPD.

Geometry as ORCA input:
```
! wB97M-V def2-TZVPD RIJCOSX def2/J DEFGRID3
* xyz 0 1
N -0.797 -5.848 -0.179
C -0.623 -5.045 1.091
O -0.059 -5.704 2.140
O -1.048 -3.657 1.322
C -0.885 -2.811 0.130
Br -2.389 -3.032 -1.224
O -0.958 -1.367 0.534
N -0.503 -1.202 1.788
O -0.376 0.011 2.033
P 0.865 -2.989 -0.703
O 2.049 -2.157 0.323
Cl 0.853 -2.022 -2.603
H -1.291 -6.765 0.014
H 0.137 -6.048 -0.649
H 2.254 -2.758 1.117
C -7.632 -0.625 -3.508
C -7.126 -1.510 -2.376
C -5.609 -1.448 -2.195
C -4.887 -2.017 -3.341
N -4.315 -2.463 -4.247
H -7.246 -0.954 -4.478
H -8.725 -0.663 -3.554
H -7.335 0.417 -3.354
H -7.445 -2.544 -2.557
H -7.603 -1.187 -1.443
H -5.339 -2.007 -1.292
H -5.294 -0.411 -2.032
C 4.014 2.658 3.403
C 2.687 1.942 3.186
C 2.667 0.526 3.761
C 3.590 -0.375 3.057
N 4.322 -1.086 2.505
H 4.831 2.158 2.875
H 3.953 3.684 3.026
H 4.267 2.703 4.467
H 2.460 1.920 2.114
H 1.894 2.527 3.669
H 1.649 0.127 3.678
H 2.911 0.552 4.829
C 2.146 4.537 -0.979
C 3.386 4.059 -1.723
C 4.438 3.441 -0.803
C 5.024 4.426 0.116
N 5.485 5.203 0.845
H 2.382 5.347 -0.283
H 1.404 4.914 -1.690
H 1.687 3.719 -0.414
H 3.816 4.897 -2.283
H 3.080 3.306 -2.459
H 5.237 3.011 -1.419
H 3.999 2.614 -0.233
*
```

Summary:
SMILES	NC(=O)O[C@@](Br)(ON=O)P(O)Cl.CCCC#N.CCCC#N.CCCC#N
maximum force	0.17619	Eh/bohr
orbital gap	9.069	eV
HOMO level	-9.8	eV
relative energy (zero: lowest compared OMol25 entry of this formula, charge and spin)	3.506	eV